No. 1
Formula: C3H4N2
Source: OMol25
Level of theory: ωB97M-V/def2-TZVPD

Cartesian coordinates (Å):
C1 1.59 -0.15 -0.08
C2 -0.91 -0.36 0.25
C3 0.63 0.79 0.12
N1 2.26 -1.08 -0.15
N2 -1.89 -0.82 -0.39
H1 -0.90 -0.73 1.35
H2 0.48 1.43 -0.84
H3 0.65 1.35 1.06
H4 -1.91 -0.43 -1.32

Summary:
LUMO level (hartree): 0.0252
Gap between HOMO and LUMO (eV): 10.7
ΔE to the lowest compared entry with this formula, charge and spin (kcal/mol): 63.48
HOMO (eV): -9.983
E (eV): -6153.1480

Results of the Löwdin charge analysis, in e, for atoms 1 through 4: number 1, C, carries -0.3727; number 2, C, carries -0.1454; number 3, C, carries -0.1027; number 4, N, carries 0.1621

=====

No. 2
Formula: C4H7NO
Source: OMol25
Level of theory: ωB97M-V/def2-TZVPD

Cartesian coordinates (Å):
O1 -3.25 0.48 -0.29
C1 -2.04 0.46 -0.30
N1 -1.27 -0.56 0.20
C2 0.09 -0.41 -0.03
C3 1.24 -0.51 0.90
C4 1.06 0.72 0.02
H1 -1.47 1.33 -0.72
H2 -0.37 -1.23 -0.88
H3 0.53 -1.14 -1.10
H4 0.97 -0.45 1.95
H5 2.07 -1.17 0.66
H6 1.76 0.86 -0.80
H7 0.67 1.63 0.46

Summary:
LUMO level (hartree): -0.0001
Gap between HOMO and LUMO (eV): 9.0
ΔE to the lowest compared entry with this formula, charge and spin (kcal/mol): 142.26
HOMO (eV): -9.041
E (eV): -7793.4755

Results of the Löwdin charge analysis, in e, for atoms 1 through 4: number 1, O, carries 0.0024; number 2, C, carries -0.4190; number 3, N, carries 0.0142; number 4, C, carries -0.4875

=====

No. 3
Formula: C14H28N2O4
Source: OMol25
Level of theory: ωB97M-V/def2-TZVPD

Cartesian coordinates (Å):
C1 -0.46 3.22 -3.88
H1 -0.35 2.88 -4.94
C2 -0.35 2.18 -2.99
H2 -1.16 1.47 -2.95
H3 0.77 1.50 -2.95
C3 -0.27 2.58 -1.31
C4 -1.67 3.21 -0.79
H4 -2.30 2.49 -1.17
H5 -1.47 3.50 -0.01
H6 -1.77 4.16 -1.59
H7 0.44 3.23 -1.50
C5 0.17 1.31 -0.54
N1 -0.71 0.48 -0.29
C6 -0.76 -0.79 -1.06
O1 0.37 -1.01 -1.79
N2 -1.78 -1.74 -0.67
H8 -2.23 -1.49 0.20
C7 -1.64 -3.05 -1.20
C8 -1.11 -3.99 -0.40
C9 0.10 -3.70 0.38
O2 0.08 -2.82 1.40
C10 0.96 -2.18 1.89
C11 2.14 -3.01 2.34
H9 2.86 -2.43 2.90
H10 2.81 -3.66 1.37
H11 1.82 -3.56 3.12
C12 0.75 -1.04 3.11
H12 -0.15 -0.45 2.42
H13 0.16 -1.73 3.88
H14 1.45 -0.46 3.38
H15 1.55 -1.50 0.90
H16 0.85 -4.61 0.72
H17 0.83 -3.19 -0.43
H18 -1.77 -4.11 0.67
H19 -1.01 -5.04 -0.66
H20 -2.70 -3.35 -1.84
H21 -0.73 -2.99 -2.21
H22 -1.79 0.52 0.47
C13 0.28 1.99 0.92
O3 -0.57 1.69 1.84
O4 1.30 2.88 1.14
C14 1.44 3.24 2.37
H23 1.69 2.53 3.15
H24 0.94 4.09 2.67
H25 2.69 3.72 2.15
H26 1.08 1.16 -0.79
H27 0.47 3.95 -3.70
H28 -1.27 3.92 -3.71

Summary:
LUMO level (hartree): 0.0143
Gap between HOMO and LUMO (eV): 9.1
ΔE to the lowest compared entry with this formula, charge and spin (kcal/mol): 458.45
HOMO (eV): -8.755
E (eV): -26124.8281

Results of the Löwdin charge analysis, in e, for atoms 1 through 4: number 1, C, carries -0.1874; number 2, H, carries 0.0951; number 3, C, carries -0.2562; number 4, H, carries 0.0895

=====

No. 4
Formula: C15H12CuF4INO2
Source: OMol25
Level of theory: ωB97M-V/def2-TZVPD

Cartesian coordinates (Å):
C1 0.62 3.31 4.82
C2 -0.38 3.22 3.67
I1 -1.46 5.08 3.51
C3 0.29 2.89 2.33
C4 -0.33 1.76 1.55
C5 -1.56 1.26 1.73
C6 -2.12 0.15 0.94
O1 -3.23 -0.28 1.14
C7 -1.26 -0.43 -0.14
C8 -1.75 -1.47 -0.91
C9 -0.96 -2.03 -1.91
N1 -1.53 -3.07 -2.67
C10 0.33 -1.51 -2.12
C11 1.24 -2.09 -3.14
F1 0.70 -1.89 -4.47
F2 2.43 -1.42 -3.24
C12 1.64 -3.59 -3.06
F3 1.49 -4.02 -1.80
F4 0.86 -4.34 -3.89
C13 0.80 -0.45 -1.36
C14 0.01 0.09 -0.36
C15 0.53 1.23 0.45
O2 1.62 1.71 0.21
H1 0.09 3.40 5.77
H2 1.30 4.14 4.70
H3 1.17 2.37 4.86
H4 -1.15 2.51 3.94
H5 1.33 2.61 2.52
H6 0.34 3.76 1.68
H7 -2.23 1.66 2.48
H8 -2.75 -1.83 -0.74
H9 -1.65 -3.94 -2.17
H10 -1.11 -3.23 -3.58
H11 2.68 -3.71 -3.37
H12 1.79 -0.04 -1.52
Cu1 2.22 -1.82 -5.85

Summary:
LUMO level (hartree): -0.2332
Gap between HOMO and LUMO (eV): 4.7
HOMO (eV): -11.083
E (eV): -84936.7310
Total charge: +1

Results of the Löwdin charge analysis, in e, for atoms 1 through 4: number 1, C, carries -0.1712; number 2, C, carries -0.7791; number 3, I, carries 0.8273; number 4, C, carries -0.2172

=====

No. 5
Formula: C6H3NO
Source: OMol25
Level of theory: ωB97M-V/def2-TZVPD

Cartesian coordinates (Å):
C1 -0.59 2.37 0.13
C2 0.31 1.35 -0.09
C3 0.79 -0.01 -0.11
C4 2.29 -0.05 -0.23
N1 3.41 -0.13 0.03
C5 0.00 -1.19 0.03
C6 -1.49 -1.15 0.10
O1 -2.16 -0.14 -0.31
H1 -1.38 3.20 0.01
H2 0.68 -2.17 -0.29
H3 -1.86 -2.08 0.73

Summary:
LUMO level (hartree): -0.0672
Gap between HOMO and LUMO (eV): 7.9
ΔE to the lowest compared entry with this formula, charge and spin (kcal/mol): 103.07
HOMO (eV): -9.700
E (eV): -9801.7374
Structure (SMILES): C#C/C(C#N)=C\C=O

Results of the Löwdin charge analysis, in e, for atoms 1 through 4: number 1, C, carries 0.1763; number 2, C, carries -0.0609; number 3, C, carries -0.2613; number 4, C, carries -0.1789

=====

No. 6
Formula: C5H8O2
Source: OMol25
Level of theory: ωB97M-V/def2-TZVPD

Cartesian coordinates (Å):
C1 -2.07 0.72 -0.08
C2 -0.58 0.82 -0.01
O1 0.01 1.97 0.07
C3 0.38 -0.18 -0.08
C4 0.31 -1.67 0.03
C5 1.54 0.64 -0.27
O2 2.70 0.43 0.35
H1 -2.41 -0.30 -0.26
H2 -2.43 1.34 -0.90
H3 -2.51 1.10 0.84
H4 -0.72 -2.01 -0.09
H5 0.90 -2.19 -0.72
H6 0.63 -2.04 1.01
H7 1.71 1.26 -1.14
H8 2.55 0.11 1.25

Summary:
LUMO level (hartree): 0.0232
Gap between HOMO and LUMO (eV): 8.6
ΔE to the lowest compared entry with this formula, charge and spin (kcal/mol): 55.32
HOMO (eV): -7.970
E (eV): -9407.4335
Structure (SMILES): CC(=O)/C(C)=C/O

Results of the Löwdin charge analysis, in e, for atoms 1 through 4: number 1, C, carries -0.0051; number 2, C, carries -0.4273; number 3, O, carries -0.0276; number 4, C, carries -0.2245

=====

No. 7
Formula: C3H6IMgO3
Source: OMol25
Level of theory: ωB97M-V/def2-TZVPD

Cartesian coordinates (Å):
Mg1 17.04 -15.76 7.84
I1 15.81 -15.42 5.95
C1 16.31 -12.88 4.45
O1 17.03 -11.78 4.98
C2 16.67 -11.33 6.19
O2 15.69 -11.71 6.82
O3 17.48 -10.37 6.58
C3 17.35 -9.83 7.95
H1 15.43 -12.53 3.92
H2 16.04 -13.66 5.17
H3 16.90 -13.43 3.72
H4 18.06 -10.36 8.59
H5 16.35 -10.00 8.34
H6 17.53 -8.76 7.94

Summary:
LUMO level (hartree): -0.2649
Gap between HOMO and LUMO (eV): 6.0
ΔE to the lowest compared entry with this formula, charge and spin (kcal/mol): 82.71
HOMO (eV): -13.209
E (eV): -22887.7329
Total charge: +1

Results of the Löwdin charge analysis, in e, for atoms 1 through 4: number 1, Mg, carries 0.7373; number 2, I, carries 0.6764; number 3, C, carries -0.1703; number 4, O, carries 0.0164

=====

Q: Among the records above, which one has the highest E?
A: C3H4N2

=====

Q: Which of these has the highest HOMO?
A: C5H8O2